Record 1
Density functional theory data (ωB97M-V/def2-TZVPD) for a 2-piece molecular cluster, C6H12O overall.

The value obtained for the HOMO energy is -8.11 eV. The value obtained for the energy relative to the best compared isomer or geometry (same formula, charge and spin) is 3.6471 eV. The HOMO-LUMO gap comes out at 9.01 eV. The value obtained for the total energy is -310.9252 hartree.

The geometry in XYZ format:
```
19
C6H12O ωB97M-V/def2-TZVPD
C 2.03401 -0.21642 0.96308
C 1.56667 -0.57625 -0.44905
C 0.68382 0.46457 -1.08164
C -0.36234 0.20148 -1.86516
C -2.21824 0.34739 0.00130
C -1.69248 -0.56517 1.07563
O -2.05310 1.59401 0.42533
H 2.72695 -0.97210 1.35011
H 1.19077 -0.13844 1.65847
H 2.55907 0.74636 0.96395
H 1.04969 -1.54621 -0.44474
H 2.44940 -0.70190 -1.09081
H 0.93393 1.50550 -0.86447
H -0.69332 -0.81557 -2.06413
H -0.95295 0.98960 -2.32159
H -2.58999 -1.04924 1.48164
H -1.14334 -0.07758 1.89364
H -1.08856 -1.36800 0.63597
H -2.39998 2.17797 -0.26751
```

Record 2
Density functional theory data (ωB97M-V/def2-TZVPD) for one molecule with the formula C6H12O.

As for the structure (SMILES): CCCC1COC1. The value obtained for the HOMO energy is -9.57 eV. The value obtained for the energy relative to the best compared isomer or geometry (same formula, charge and spin) is 1.3380 eV. The HOMO-LUMO gap comes out at 10.69 eV. The value obtained for the total energy is -311.0101 hartree.

The geometry in XYZ format:
```
19
C6H12O ωB97M-V/def2-TZVPD
C 0.26976 -1.67069 2.24107
C -0.14148 -0.46726 1.39840
C 0.52527 -0.38564 0.02328
C 0.12857 0.90717 -0.67713
C -1.28005 0.93561 -1.29763
O -0.75115 1.01416 -2.62830
C 0.58552 1.14440 -2.12639
H 0.02092 -2.61720 1.74810
H 1.34851 -1.66724 2.43571
H -0.24183 -1.65600 3.20947
H 0.09358 0.45348 1.95092
H -1.23240 -0.46978 1.26378
H 0.23551 -1.24861 -0.59483
H 1.61828 -0.43116 0.13466
H 0.33828 1.75312 -0.01185
H -1.88694 1.81458 -1.04335
H -1.88368 0.02971 -1.15140
H 1.26892 0.40705 -2.56728
H 0.98441 2.15431 -2.30723
```

Record 3
Density functional theory data (ωB97M-V/def2-TZVPD) for a 2-piece molecular cluster, C6H12O overall.

As for the structure (SMILES): CCC=O.C=CC. The value obtained for the HOMO energy is -9.71 eV. The value obtained for the energy relative to the best compared isomer or geometry (same formula, charge and spin) is 1.3231 eV. The HOMO-LUMO gap comes out at 10.67 eV. The value obtained for the total energy is -311.0106 hartree.

The geometry in XYZ format:
```
19
C6H12O ωB97M-V/def2-TZVPD
C -0.73455 -1.38111 -2.43729
C 0.06077 -0.60774 -1.38486
C -0.60897 0.70321 -1.06527
O -0.07351 1.78646 -1.10829
H -1.76455 -1.55105 -2.10308
H -0.77151 -0.83183 -3.38385
H -0.27741 -2.35569 -2.62878
H 0.10102 -1.18625 -0.45163
H 1.08590 -0.40917 -1.71182
H -1.68358 0.61616 -0.78884
C -0.48914 -0.32804 2.21308
C 0.05476 0.85746 1.94771
C 1.49871 1.09744 1.62656
H -1.54365 -0.43323 2.45513
H 0.11022 -1.23794 2.21637
H -0.57616 1.74688 1.96240
H 1.94911 1.73182 2.39854
H 1.59692 1.62129 0.66838
H 2.06564 0.16132 1.57556
```

Record 4
Density functional theory data (ωB97M-V/def2-TZVPD) for C6H12O as an isolated structure.

The value obtained for the HOMO energy is -7.08 eV. The value obtained for the energy relative to the best compared isomer or geometry (same formula, charge and spin) is 7.8716 eV. The HOMO-LUMO gap comes out at 7.95 eV. The value obtained for the total energy is -310.7700 hartree.

The geometry in XYZ format:
```
19
C6H12O ωB97M-V/def2-TZVPD
C 1.65200 -0.07332 -1.17753
C 1.23340 0.57967 0.13104
O 0.95765 2.00122 -0.05374
C -0.46719 1.76688 -0.14202
C -0.15471 0.56768 0.71938
C -0.89186 -1.00011 1.51957
C -1.16747 -0.95242 -0.26507
H 2.64778 0.28778 -1.45406
H 1.70393 -1.16341 -1.06763
H 0.96762 0.16498 -1.99871
H 2.01435 0.41360 0.88834
H -0.77569 1.63815 -1.20100
H -1.06216 2.56710 0.31103
H 0.09494 -1.25538 1.91138
H -1.43949 -1.96386 1.46928
H -1.42224 -0.37644 2.22817
H -0.71187 -1.91386 -0.49968
H -0.96805 -0.29806 -1.10977
H -2.25047 -1.04534 -0.19815
```

Record 5
Density functional theory data (ωB97M-V/def2-TZVPD) for one molecule with the formula C6H12O.

As for the structure (SMILES): C[C@@H]1OCC[C@@H]1C. The value obtained for the HOMO energy is -9.70 eV. The value obtained for the energy relative to the best compared isomer or geometry (same formula, charge and spin) is 0.3701 eV. The HOMO-LUMO gap comes out at 10.84 eV. The value obtained for the total energy is -311.0457 hartree.

The geometry in XYZ format:
```
19
C6H12O ωB97M-V/def2-TZVPD
C -0.21623 0.64487 -1.98140
C 0.33079 -0.27755 -0.91162
O -0.59447 -1.34001 -0.73256
C -0.22910 -1.95223 0.48544
C 0.03720 -0.78672 1.44248
C 0.55230 0.33349 0.50620
C -0.16313 1.65961 0.75751
H -1.16893 1.07703 -1.65975
H 0.48402 1.45819 -2.19853
H -0.38635 0.07994 -2.90242
H 1.29337 -0.70561 -1.24839
H -1.04548 -2.60999 0.79330
H 0.68222 -2.56046 0.34937
H -0.89966 -0.47078 1.91710
H 0.74676 -1.04270 2.23600
H 1.62705 0.49198 0.65743
H 0.00433 1.99439 1.78780
H 0.19015 2.45189 0.08794
H -1.24483 1.55467 0.61413
```

Record 6
Density functional theory data (ωB97M-V/def2-TZVPD) for one molecule with the formula C6H12O in a non-equilibrium geometry.

As for the structure (SMILES): CC1(O)CCCC1. The value obtained for the HOMO energy is -9.81 eV. The value obtained for the energy relative to the best compared isomer or geometry (same formula, charge and spin) is 0.8055 eV. The HOMO-LUMO gap comes out at 10.77 eV. The value obtained for the total energy is -311.0297 hartree.

The geometry in XYZ format:
```
19
C6H12O ωB97M-V/def2-TZVPD
C 1.88699 -0.94510 -0.61931
C 0.68003 -0.18286 0.02123
O 1.05512 0.01080 1.38777
C 0.10239 1.31052 -0.20700
C -1.32036 1.20167 0.36334
C -1.79188 -0.18317 -0.05861
C -0.56579 -1.10378 -0.00192
H 2.80363 -0.35265 -0.66713
H 1.69115 -1.35959 -1.60920
H 2.14254 -1.80546 0.02913
H 1.78168 0.64452 1.28948
H 0.62060 2.14610 0.33048
H 0.09602 1.54374 -1.25976
H -1.30103 1.27523 1.45671
H -1.99107 1.98337 -0.01331
H -2.16335 -0.12814 -1.08597
H -2.61045 -0.53222 0.56915
H -0.57619 -1.81683 -0.83854
H -0.54004 -1.70615 0.91346
```

Record 7
Density functional theory data (ωB97M-V/def2-TZVPD) for a 3-piece molecular cluster, C6H12O overall.

The value obtained for the HOMO energy is -7.91 eV. The value obtained for the energy relative to the best compared isomer or geometry (same formula, charge and spin) is 6.4810 eV. The HOMO-LUMO gap comes out at 8.72 eV. The value obtained for the total energy is -310.8211 hartree.

The geometry in XYZ format:
```
19
C6H12O ωB97M-V/def2-TZVPD
C 1.72215 0.26025 -1.37007
C 1.10956 0.29447 0.01431
O 0.81962 1.64519 0.42635
C -0.57454 1.54515 0.38545
C -0.32640 -0.21700 0.12828
C -0.88038 -0.20173 1.47049
C -0.89070 -1.13532 -0.76682
H 2.65096 0.83929 -1.37225
H 1.95267 -0.76924 -1.66388
H 1.04122 0.69407 -2.11021
H 1.78887 -0.16994 0.74337
H -1.03710 1.83821 -0.56327
H -1.04396 2.08988 1.20715
H -0.87817 -1.92073 1.44583
H -1.96009 -0.16419 1.58921
H -0.28603 0.12143 2.32153
H -0.79181 -2.17918 0.59669
H -0.45033 -1.26457 -1.75248
H -1.96554 -1.30607 -0.72967
```

Record 8
Density functional theory data (ωB97M-V/def2-TZVPD) for a 2-piece molecular cluster, C6H12O overall.

The value obtained for the HOMO energy is -8.91 eV. The value obtained for the energy relative to the best compared isomer or geometry (same formula, charge and spin) is 5.0242 eV. The HOMO-LUMO gap comes out at 8.75 eV. The value obtained for the total energy is -310.8746 hartree.

The geometry in XYZ format:
```
19
C6H12O ωB97M-V/def2-TZVPD
C -1.39223 -2.09427 -1.12309
C -0.30021 -1.20955 -0.52481
O 0.15474 -1.83988 0.66591
C 0.62252 -0.61045 -1.47919
C 1.00835 2.12581 -0.45913
C 1.07417 1.65149 0.78492
C -0.10447 1.47513 1.69806
H -1.85006 -1.60056 -1.98234
H -2.15354 -2.30590 -0.36788
H -0.95893 -3.04504 -1.44628
H -0.77984 -0.22309 -0.28166
H 1.00714 -1.44718 0.89540
H 1.63849 -0.60174 -1.02881
H 0.06466 2.44362 -0.89882
H 1.89205 2.22552 -1.08326
H 2.04594 1.35940 1.18784
H -1.01730 1.87996 1.24801
H 0.05766 1.98180 2.65637
H -0.27265 0.41188 1.91794
```

Record 9
Density functional theory data (ωB97M-V/def2-TZVPD) for a 2-piece molecular cluster, C6H12O overall in a non-equilibrium geometry.

As for the structure (SMILES): C=C/C(C)=C/C.O. The value obtained for the HOMO energy is -8.34 eV. The value obtained for the energy relative to the best compared isomer or geometry (same formula, charge and spin) is 3.7647 eV. The HOMO-LUMO gap comes out at 9.01 eV. The value obtained for the total energy is -310.9209 hartree.

The geometry in XYZ format:
```
19
C6H12O ωB97M-V/def2-TZVPD
C -2.39902 0.70152 0.08930
C -1.18222 0.93540 0.57924
C -0.22798 -0.15893 0.31412
C 0.63442 -0.59445 1.54907
C 0.15760 -0.59523 -0.92506
C 0.11714 -2.08931 -1.17303
H -2.58859 -0.13522 -0.55660
H -3.20743 1.40779 0.24754
H -0.85804 1.74609 1.23774
H 0.93331 0.42932 1.21077
H 0.10466 -0.84575 2.46587
H 1.51736 -1.18588 1.33979
H 0.09313 0.07531 -1.78164
H -0.50794 -2.25159 -2.04677
H 1.10264 -2.53814 -1.40755
H -0.22453 -2.59300 -0.26898
O 2.19644 1.65924 -0.35641
H 1.62355 2.37361 -0.05650
H 1.57361 0.96896 -0.66631
```

Record 10
Density functional theory data (ωB97M-V/def2-TZVPD) for a 2-piece molecular cluster, C6H12O overall.

The value obtained for the HOMO energy is -8.49 eV. The value obtained for the energy relative to the best compared isomer or geometry (same formula, charge and spin) is 3.6872 eV. The HOMO-LUMO gap comes out at 9.31 eV. The value obtained for the total energy is -310.9238 hartree.

The geometry in XYZ format:
```
19
C6H12O ωB97M-V/def2-TZVPD
C -1.78117 -1.95708 -1.04648
C -1.03246 0.38435 0.78741
O -0.61104 -0.36423 1.80326
C 0.80350 -0.25738 1.49408
C 0.41603 0.67819 0.33644
C 0.67009 2.16240 0.58505
C 0.83299 0.25873 -1.06647
H -2.60241 -2.67478 -1.01877
H -1.46754 -1.78396 -2.07860
H -0.93933 -2.35113 -0.46998
H -2.10518 -1.01282 -0.60162
H 1.20446 -1.23785 1.21788
H 1.35950 0.15869 2.33970
H 0.31795 2.46720 1.57706
H 0.12127 2.75163 -0.15732
H 1.73576 2.40216 0.50345
H 0.20497 0.75012 -1.81724
H 0.74916 -0.82213 -1.21786
H 1.87468 0.54703 -1.25485
```

Record 11
Density functional theory data (ωB97M-V/def2-TZVPD) for one molecule with the formula C6H12O.

As for the structure (SMILES): C[C@@H]1OCC[C@@H]1C. The value obtained for the HOMO energy is -9.52 eV. The value obtained for the energy relative to the best compared isomer or geometry (same formula, charge and spin) is 0.3739 eV. The HOMO-LUMO gap comes out at 10.61 eV. The value obtained for the total energy is -311.0455 hartree.

The geometry in XYZ format:
```
19
C6H12O ωB97M-V/def2-TZVPD
C 0.15454 1.10122 -1.48257
C -0.60532 -0.09949 -0.91981
O -1.81040 0.32648 -0.29591
C -1.52440 0.65059 1.06158
C -0.16170 0.01813 1.40357
C 0.12359 -0.87271 0.18935
C 1.59546 -1.18697 -0.04908
H 0.49432 1.76699 -0.67925
H 1.03087 0.78807 -2.06049
H -0.50523 1.67917 -2.13888
H -0.89351 -0.76887 -1.73692
H -1.50788 1.74071 1.19319
H -2.33899 0.25078 1.67393
H 0.61724 0.78372 1.50167
H -0.18419 -0.54597 2.33994
H -0.42248 -1.81712 0.31980
H 2.02839 -1.70145 0.81677
H 1.72977 -1.83853 -0.92121
H 2.17991 -0.27476 -0.21568
```

Record 12
Density functional theory data (ωB97M-V/def2-TZVPD) for a 3-piece molecular cluster, C6H12O overall in a non-equilibrium geometry.

The value obtained for the HOMO energy is -7.12 eV. The value obtained for the energy relative to the best compared isomer or geometry (same formula, charge and spin) is 10.0011 eV. The HOMO-LUMO gap comes out at 4.06 eV. The value obtained for the total energy is -310.6917 hartree.

The geometry in XYZ format:
```
19
C6H12O ωB97M-V/def2-TZVPD
C -1.96475 -0.39457 0.66162
O -2.66382 1.08851 -1.28176
C -1.14430 -1.21678 1.37403
C 0.42229 -0.38693 -1.25556
C 1.24159 0.20580 -0.29452
C 0.97635 1.45597 0.21507
C 2.42493 -0.56001 0.26034
H -2.85651 0.16518 0.97597
H -1.98972 -0.28286 -0.43104
H -2.89682 1.75988 -1.92593
H -0.15508 -0.74460 1.37906
H -1.40804 -1.96855 2.10647
H 0.61771 -0.87834 -2.20198
H -0.55692 0.04529 -1.45858
H 0.18712 2.06968 -0.21859
H 1.51109 1.88907 1.05058
H 3.05037 -0.89711 -0.57841
H 2.19248 -1.49645 0.79331
H 3.01202 0.14682 0.82992
```

Record 13
Density functional theory data (ωB97M-V/def2-TZVPD) for one molecule with the formula C6H12O in a non-equilibrium geometry.

As for the structure (SMILES): C=CCCCOC. The value obtained for the HOMO energy is -8.19 eV. The value obtained for the energy relative to the best compared isomer or geometry (same formula, charge and spin) is 2.7413 eV. The HOMO-LUMO gap comes out at 9.31 eV. The value obtained for the total energy is -310.9585 hartree.

The geometry in XYZ format:
```
19
C6H12O ωB97M-V/def2-TZVPD
C 1.38988 1.39395 -0.65655
C 0.20410 1.34889 -0.06870
C -1.06378 0.90561 -0.75798
C -1.87743 -0.04840 0.10364
C -0.89410 -1.12964 0.60829
O 0.38311 -0.55963 1.01202
C 1.64560 -1.18885 0.49473
H 2.24749 1.83772 -0.16388
H 1.49373 1.11996 -1.70163
H 0.04658 1.80424 0.91063
H -1.62736 1.81788 -0.98370
H -0.81375 0.41925 -1.70854
H -2.71612 -0.50952 -0.45537
H -2.33116 0.49647 0.94192
H -1.37232 -1.68444 1.43318
H -0.68901 -1.82432 -0.20483
H 2.61100 -0.73693 0.86835
H 1.54615 -2.16357 0.94086
H 1.81739 -1.29866 -0.61245
```